# C16H36N2O2

A 3-piece molecular cluster, C16H36N2O2 overall in a non-equilibrium geometry (the ωB97M-V functional and the def2-TZVPD basis, the Open Molecules 2025 dataset).

```
56
Properties=species:S:1:pos:R:3:nbo_charge:R:1
C 4.18 -1.20 -1.56 -0.64
C 3.57 -0.57 -0.32 -0.22
N 2.75 0.64 -0.50 -0.44
C 3.51 1.76 -1.10 -0.23
C 2.88 3.10 -0.70 -0.61
C 1.56 0.36 -1.34 -0.24
C 0.49 -0.38 -0.59 -0.62
H 4.91 -1.94 -1.25 0.21
H 4.76 -0.44 -2.08 0.21
H 3.41 -1.67 -2.16 0.20
H 2.98 -1.30 0.24 0.19
H 4.40 -0.25 0.32 0.19
H 4.50 1.68 -0.67 0.20
H 3.48 1.78 -2.19 0.18
H 2.95 3.30 0.37 0.20
H 3.48 3.90 -1.16 0.20
H 1.85 3.31 -1.00 0.21
H 1.92 -0.12 -2.25 0.18
H 1.09 1.33 -1.51 0.20
H 0.13 0.10 0.32 0.22
H 0.85 -1.40 -0.36 0.19
H -0.47 -0.58 -1.08 0.21
C -2.69 2.07 2.18 -0.61
C -1.74 1.77 3.31 -0.23
N -1.79 0.34 3.71 -0.44
C -0.49 -0.14 4.14 -0.24
C 0.38 -0.63 3.00 -0.62
C -2.84 0.18 4.74 -0.22
C -3.35 -1.24 4.82 -0.63
H -3.73 1.89 2.47 0.20
H -2.47 1.52 1.28 0.21
H -2.65 3.14 1.92 0.21
H -0.70 1.91 3.00 0.19
H -1.83 2.47 4.15 0.17
H 0.05 0.43 4.91 0.17
H -0.69 -1.13 4.59 0.19
H 0.94 0.22 2.57 0.20
H 1.14 -1.37 3.27 0.21
H -0.24 -1.06 2.22 0.22
H -3.64 0.82 4.36 0.19
H -2.51 0.63 5.69 0.17
H -4.38 -1.37 5.11 0.22
H -2.72 -1.88 5.45 0.20
H -3.14 -1.70 3.84 0.22
O -0.10 0.59 -4.87 -0.57
C -0.84 -0.34 -5.04 0.79
C -0.75 -1.70 -4.40 -0.53
C -1.92 -2.49 -5.03 -0.43
C -2.84 -1.35 -5.52 -0.07
O -1.98 -0.23 -5.70 -0.48
H 0.25 -2.08 -4.62 0.24
H -0.96 -1.65 -3.33 0.24
H -1.58 -3.10 -5.87 0.21
H -2.46 -3.20 -4.40 0.22
H -3.20 -1.59 -6.52 0.19
H -3.68 -1.12 -4.86 0.19
```

The total energy comes out at -24249.7697 eV. Its energy above the lowest of the compared OMol25 structures with the same formula, charge and spin is 0.0 kcal per mole. The net charge is 0. The structure (SMILES) is CCN(CC)CC.CCN(CC)CC.O=C1CCCO1.

---

# C17H20N5O2

An isolated ion of composition C17H20N5O2 and charge +1 in a non-equilibrium geometry (the ωB97M-V functional and the def2-TZVPD basis, the Open Molecules 2025 dataset).

```
44
Properties=species:S:1:pos:R:3:nbo_charge:R:1
N -0.81 -1.40 -3.85 -0.81
C 0.41 -1.24 -4.42 -0.22
C 1.45 -1.52 -3.37 -0.27
N 1.77 -0.68 -2.27 -0.48
C 1.15 -0.70 -1.06 0.28
C 1.07 0.52 -0.50 -0.29
C 1.68 1.64 -0.64 0.49
O 2.53 1.56 -1.87 -0.72
C 1.77 2.77 0.13 -0.10
C 2.77 3.80 -0.05 -0.15
C 2.62 4.85 0.93 0.07
N 2.06 4.84 2.00 -0.36
C 1.20 3.71 2.10 0.05
C 1.25 2.61 1.38 -0.20
C 0.28 1.62 1.65 0.48
O -0.23 1.56 2.77 -0.66
C 0.40 0.38 0.68 -0.09
C -0.54 -0.78 1.22 0.39
N -1.24 -0.92 2.29 -0.53
C -2.07 -1.96 2.56 -0.16
C -3.47 -1.80 2.11 -0.25
N -4.45 -2.73 2.33 -0.79
C -0.53 -1.77 0.21 -0.28
C 0.15 -1.77 -0.94 -0.15
H -1.21 -2.37 -3.65 0.38
H -1.09 -0.82 -3.20 0.36
H 0.71 -0.11 -4.70 0.20
H 0.54 -1.80 -5.18 0.21
H 2.62 -1.72 -3.88 0.22
H 1.76 -2.70 -3.11 0.21
H 2.42 0.17 -2.60 0.51
H 3.09 3.91 -1.30 0.31
H 3.39 5.71 0.59 0.19
H 0.89 3.79 3.12 0.19
H -0.40 2.50 3.35 0.55
H -1.25 0.00 3.08 0.48
H -2.08 -1.82 3.88 0.16
H -1.81 -2.82 2.40 0.18
H -3.36 -1.77 1.02 0.18
H -3.81 -0.86 2.12 0.20
H -4.79 -2.55 3.39 0.36
H -4.16 -3.72 2.21 0.37
H -0.87 -2.89 0.61 0.22
H 0.24 -2.72 -1.54 0.28
```

The total energy comes out at -29477.1800 eV. Its energy above the lowest of the compared OMol25 structures with the same formula, charge and spin is 377.2 kcal per mole. The net charge is +1. The structure (SMILES) is NCCNC1=C2C(=O)c3ccncc3C(O)=C2/C(=[NH+]/CCN)C=C1.

---

# C17H20Br2Cl2N4O4PdS2

C17H20Br2Cl2N4O4PdS2 as an isolated structure in a non-equilibrium geometry (the ωB97M-V functional and the def2-TZVPD basis, the Open Molecules 2025 dataset).

```
52
Properties=species:S:1:pos:R:3:nbo_charge:R:1
Pd -0.24 0.87 0.10 0.51
Br -2.44 5.39 -2.25 -0.01
C -2.01 4.37 -0.70 0.00
C -1.47 5.03 0.39 -0.35
C -1.25 4.24 1.51 0.08
N -1.53 2.95 1.60 -0.48
C -1.99 2.31 0.50 0.17
C -2.31 3.04 -0.68 -0.29
C -2.22 0.87 0.62 0.13
C -3.11 0.15 -0.24 -0.29
C -3.42 -1.13 0.10 -0.04
Br -4.72 -2.09 -0.93 -0.03
C -2.86 -1.77 1.21 -0.37
C -1.97 -1.03 1.96 0.07
N -1.67 0.26 1.74 -0.55
H -1.20 6.07 0.37 0.21
H -0.83 4.69 2.41 0.17
H -2.70 2.54 -1.55 0.23
H -3.56 0.63 -1.09 0.22
H -3.10 -2.79 1.47 0.21
H -1.49 -1.48 2.82 0.18
C 0.19 -1.82 -2.98 -0.42
N 1.09 -2.47 -2.04 -0.47
C 2.48 -2.53 -2.47 -0.22
C 3.25 -3.42 -1.50 -0.41
C 3.11 -2.84 -0.11 -0.20
N 1.70 -2.67 0.24 -0.47
C 1.51 -2.17 1.59 -0.41
C 0.80 -2.22 -0.71 0.83
O -0.32 -1.82 -0.39 -0.68
H 0.41 -2.18 -3.99 0.17
H 0.29 -0.73 -2.95 0.25
H -0.83 -2.07 -2.71 0.22
H 2.91 -1.52 -2.48 0.22
H 2.50 -2.95 -3.48 0.18
H 4.30 -3.47 -1.78 0.20
H 2.82 -4.43 -1.52 0.19
H 3.60 -1.86 -0.06 0.20
H 3.55 -3.51 0.64 0.18
H 2.37 -1.56 1.89 0.20
H 1.38 -2.99 2.30 0.17
H 0.64 -1.53 1.61 0.26
Cl 1.37 1.52 2.39 0.03
C 0.28 1.59 3.79 -0.40
Cl 0.87 0.65 5.18 -0.11
H -0.67 1.18 3.45 0.28
H 0.19 2.62 4.11 0.20
O 0.84 3.11 -0.50 -1.04
S 1.19 2.12 -1.53 2.19
O 2.03 2.70 -2.58 -1.04
O -0.02 1.49 -2.13 -1.05
S 2.25 0.68 -0.62 -0.80
```

The total energy comes out at -222385.8024 eV. Its energy above the lowest of the compared OMol25 structures with the same formula, charge and spin is 21.0 kcal per mole. The net charge is -2.

---

What is the energy above the lowest of the compared OMol25 structures with the same formula, charge and spin in the third record? 21.0 kcal per mole

---

net charge of number 1 (C16H36N2O2)? 0

---

Which formula does entry 1 have? C16H36N2O2